C4H7N3O | the ωB97M-V functional and the def2-TZVPD basis

Atoms and positions in Å:
C -1.821 -0.826 -1.763
C 0.125 -0.127 -0.478
C 1.712 0.921 0.759
C 0.610 0.816 1.746
H -2.363 0.085 -1.717
H -1.968 -1.239 -2.769
H -2.338 -1.586 -1.087
H 0.299 -0.627 -2.393
H 2.209 1.920 0.682
H 2.462 0.123 1.066
H 0.743 1.375 2.711
N -0.380 -0.812 -1.574
N 1.167 0.598 -0.543
N -0.480 0.145 1.741
O -0.619 -0.533 0.570

Properties
orbital gap	10.1	eV
total charge	0
maximum force	3.729	eV/Å
E_LUMO	0.93	eV
SMILES	CNC1=NCC=NO1
energy above the lowest of the compared OMol25 structures with the same formula, charge and spin	296.6	kJ/mol